DFT (wB97M-V/def2-TZVPD) results for the ion C16H22N with charge +1 at a distorted geometry.

Atoms and positions in Å:
C 3.577 0.120 0.501
C 2.314 0.494 1.184
C 1.585 -0.060 2.207
C 0.209 0.556 2.296
C -1.118 -0.350 2.295
C -0.973 -1.378 3.475
C -1.305 -1.218 1.064
C -2.450 0.525 2.521
C -3.154 1.054 1.448
C -4.162 2.014 1.612
C -4.550 2.383 2.906
C -3.949 1.756 4.015
C -2.958 0.787 3.797
C 0.441 1.772 1.437
C -0.326 2.987 1.357
N 1.616 1.630 0.749
C 2.072 2.471 -0.359
H 3.993 -0.754 1.024
H 3.388 -0.183 -0.543
H 4.359 0.896 0.491
H 1.989 -0.819 2.852
H -0.150 0.842 3.294
H -0.817 -0.951 4.471
H -1.877 -2.019 3.504
H -0.113 -2.019 3.293
H -1.718 -0.731 0.188
H -0.349 -1.659 0.762
H -1.982 -2.020 1.353
H -2.985 0.714 0.413
H -4.635 2.483 0.756
H -5.330 3.153 3.065
H -4.254 2.039 5.026
H -2.632 0.202 4.692
H -1.054 3.046 2.176
H 0.294 3.892 1.417
H -0.886 3.016 0.410
H 1.402 3.329 -0.473
H 3.088 2.845 -0.203
H 2.065 1.897 -1.289

The SMILES is CC1=C[C@H](C(C)(C)c2ccccc2)C(C)=[N+]1C. The energy above the lowest of the compared OMol25 structures with the same formula, charge and spin comes out at 1.2986 eV. For the orbital gap, the calculation gives 8.02 eV. The value obtained for the calculated total energy is -18431.7095 eV. The calculation puts the LUMO energy at -4.18 eV. Its total charge is +1.